(w)
C32H33Cl7NO3PtS | ωB97M-V/def2-TZVPD

Summary:
Net charge ... -1
E_LUMO ... 2.29 eV
HOMO-LUMO gap ... 6.513 eV

Atoms and positions in Å:
Pt1 0.719 1.449 -0.266
Cl1 3.728 0.807 -1.868
C1 3.737 1.449 -0.270
C2 2.539 1.891 0.310
C3 2.674 2.524 1.554
Cl2 1.255 3.232 2.272
C4 3.881 2.623 2.238
Cl3 3.957 3.375 3.790
C5 5.031 2.096 1.664
Cl4 6.535 2.171 2.509
C6 4.960 1.530 0.397
Cl5 6.399 0.924 -0.337
Cl6 1.133 4.156 -1.739
C7 0.528 5.364 -0.596
Cl7 -0.497 6.581 -1.389
H1 1.378 5.879 -0.164
H2 -0.078 4.843 0.136
C8 0.591 0.004 -5.131
C9 0.869 -0.889 -3.950
C10 1.165 -2.239 -4.124
C11 1.401 -3.021 -3.004
C12 1.697 -4.494 -3.140
C13 1.366 -2.460 -1.733
C14 1.105 -1.092 -1.517
C15 0.832 -0.345 -2.682
N1 1.087 -0.479 -0.272
C16 1.003 -1.257 0.980
C17 -0.174 -2.253 0.948
C18 -0.246 -3.041 2.260
C19 -0.517 -2.078 3.415
C20 0.626 -1.068 3.489
C21 1.940 -1.797 3.770
C22 2.224 -2.757 2.616
C23 1.080 -3.772 2.504
C24 2.335 -1.968 1.307
C25 0.735 -0.311 2.162
H3 0.542 -0.570 -6.057
H4 1.373 0.758 -5.244
H5 -0.352 0.538 -5.004
H6 1.197 -2.673 -5.117
H7 1.713 -4.794 -4.188
H8 0.944 -5.097 -2.629
H9 2.665 -4.747 -2.703
H10 1.559 -3.128 -0.911
H11 0.563 0.701 -2.588
H12 -0.081 -2.949 0.117
H13 -1.091 -1.681 0.785
H14 -1.058 -3.773 2.191
H15 -0.606 -2.624 4.361
H16 -1.463 -1.555 3.242
H17 0.429 -0.345 4.286
H18 1.880 -2.342 4.718
H19 2.755 -1.071 3.857
H20 3.167 -3.284 2.797
H21 1.015 -4.358 3.427
H22 1.278 -4.473 1.687
H23 2.639 -2.642 0.509
H24 3.114 -1.201 1.382
H25 1.557 0.401 2.231
H26 -0.186 0.249 1.976
C26 -7.963 1.650 -0.219
C27 -6.479 1.831 -0.387
C28 -5.824 1.353 -1.518
C29 -4.457 1.513 -1.675
C30 -3.726 2.170 -0.696
C31 -4.362 2.656 0.437
C32 -5.731 2.492 0.580
S1 -1.960 2.168 -0.780
O1 -1.595 2.319 -2.172
O2 -1.509 3.247 0.099
O3 -1.552 0.844 -0.226
H27 -8.323 0.799 -0.798
H28 -8.509 2.533 -0.557
H29 -8.222 1.485 0.827
H30 -6.392 0.838 -2.283
H31 -3.948 1.140 -2.554
H32 -3.778 3.168 1.190
H33 -6.225 2.877 1.465


(x)
C32H33Cl7NO3PtS | ωB97M-V/def2-TZVPD

Summary:
Net charge ... -1
E_LUMO ... 2.30 eV
HOMO-LUMO gap ... 6.407 eV

Atoms and positions in Å:
Pt1 -0.126 1.411 0.321
Cl1 3.074 2.979 -1.019
C1 1.736 3.888 -0.432
C2 0.584 3.238 0.004
C3 -0.486 4.074 0.299
Cl2 -1.925 3.133 0.649
C4 -0.475 5.451 0.277
Cl3 -1.885 6.352 0.680
C5 0.717 6.072 -0.091
Cl4 0.812 7.794 -0.118
C6 1.809 5.288 -0.457
Cl5 3.264 6.068 -0.962
Cl6 0.062 -3.070 -0.421
C7 1.175 -4.316 -0.981
Cl7 2.326 -3.697 -2.176
H1 0.601 -5.113 -1.440
H2 1.739 -4.680 -0.129
C8 0.583 -0.612 -4.439
C9 1.585 -0.487 -3.320
C10 2.945 -0.692 -3.554
C11 3.846 -0.586 -2.504
C12 5.323 -0.789 -2.731
C13 3.392 -0.273 -1.229
C14 2.027 -0.068 -0.953
C15 1.144 -0.191 -2.045
N1 1.507 0.239 0.288
C16 2.224 0.001 1.548
C17 2.834 -1.417 1.591
C18 3.538 -1.675 2.927
C19 2.518 -1.605 4.064
C20 1.885 -0.214 4.065
C21 2.970 0.835 4.319
C22 4.000 0.770 3.189
C23 4.630 -0.626 3.152
C24 3.310 1.053 1.851
C25 1.215 0.053 2.714
H3 1.054 -0.982 -5.351
H4 0.120 0.352 -4.660
H5 -0.220 -1.298 -4.163
H6 3.296 -0.938 -4.551
H7 5.526 -1.072 -3.764
H8 5.716 -1.573 -2.080
H9 5.883 0.125 -2.517
H10 4.131 -0.149 -0.449
H11 0.080 -0.075 -1.868
H12 3.538 -1.576 0.776
H13 2.019 -2.131 1.451
H14 3.991 -2.672 2.898
H15 3.003 -1.802 5.027
H16 1.746 -2.368 3.919
H17 1.124 -0.155 4.850
H18 3.455 0.652 5.285
H19 2.524 1.833 4.359
H20 4.779 1.521 3.358
H21 5.156 -0.826 4.093
H22 5.370 -0.680 2.347
H23 4.056 1.084 1.055
H24 2.833 2.038 1.873
H25 0.748 1.044 2.734
H26 0.421 -0.671 2.527
C26 -4.342 -6.135 -0.325
C27 -3.902 -4.696 -0.257
C28 -3.511 -4.015 -1.403
C29 -3.122 -2.683 -1.345
C30 -3.130 -2.024 -0.130
C31 -3.526 -2.683 1.026
C32 -3.902 -4.013 0.958
S1 -2.620 -0.327 -0.033
O1 -2.366 0.098 -1.397
O2 -3.672 0.373 0.669
O3 -1.348 -0.388 0.776
H27 -3.948 -6.625 -1.216
H28 -5.431 -6.209 -0.360
H29 -4.003 -6.692 0.549
H30 -3.500 -4.534 -2.355
H31 -2.796 -2.149 -2.227
H32 -3.531 -2.148 1.967
H33 -4.201 -4.533 1.862


Out of the structures above, which one is the least stable? Solution: (w).